Record 1
C3H4N3 | ωB97M-V with the def2-TZVPD basis set

Each line ends with the Löwdin charge.
Atoms and positions in Å:
C 0.42 0.93 0.13  0.050
C 1.75 0.99 -0.04  -0.034
C -1.76 -0.46 -0.04  0.048
N 1.99 -0.25 0.10  -0.009
N 1.73 -1.31 0.04  0.362
N -0.47 0.17 0.08  0.156
H 2.41 1.74 -0.30  0.115
H -1.63 -1.19 0.65  0.072
H -2.00 -0.98 -0.92  0.099
H -2.42 0.36 0.31  0.141

## Properties
Molar mass ... 82.1 g/mol
HOMO-LUMO gap ... 8.52 eV
Total energy ... -7634.1219 eV
ΔE to the lowest compared entry with this formula, charge and spin ... 2.184 eV
Total charge ... +1
HOMO level ... -0.5481 Eh
Lowest unoccupied orbital energy ... -6.39 eV


Record 2
C3H14NO4 | ωB97M-V with the def2-TZVPD basis set

Each line ends with the Löwdin charge.
Atoms and positions in Å:
C -1.48 -0.81 1.77  -0.138
C -0.17 -1.51 1.52  -0.122
C 0.13 -1.63 0.02  -0.235
O -0.74 -1.49 -0.80  0.062
N -1.31 0.68 1.77  0.195
H -1.82 -1.08 2.76  0.132
H -2.24 -1.06 1.05  0.131
H -0.28 -2.55 1.87  0.141
H 0.72 -1.21 2.07  0.126
H 1.19 -1.82 -0.23  0.140
H -0.99 1.00 0.84  0.091
H -0.59 1.01 2.41  0.170
H -2.20 1.16 1.95  0.180
H -1.12 1.06 -1.77  0.080
H -2.21 1.73 -0.91  0.077
O -1.26 1.54 -0.94  -0.040
H 0.91 1.41 -0.14  0.006
H 2.17 2.18 0.15  0.059
O 1.68 1.40 0.45  -0.055
H 3.37 -0.75 -4.77  0.036
H 3.34 0.75 -4.76  0.037
O 2.92 -0.01 -4.33  -0.073

## Properties
Molar mass ... 128.1 g/mol
HOMO-LUMO gap ... 10.30 eV
Total energy ... -13011.6968 eV
ΔE to the lowest compared entry with this formula, charge and spin ... 0.932 eV
Total charge ... +1
HOMO level ... -0.5021 Eh
Lowest unoccupied orbital energy ... -3.36 eV


Record 3
C3HNO3S | ωB97M-V with the def2-TZVPD basis set

Each line ends with the Löwdin charge.
Atoms and positions in Å:
C 1.55 1.41 -0.19  -0.611
C 1.91 -0.24 -0.68  -0.413
C -1.17 -0.99 0.26  -1.005
N -2.00 -0.42 -0.53  -0.049
O 1.90 0.64 0.75  -0.149
O 1.25 2.65 -0.20  -0.135
O -1.09 -1.47 1.36  -0.154
S 0.43 -1.37 -0.80  0.550
H -2.80 -0.20 0.03  -0.034

## Properties
Molar mass ... 131.1 g/mol
HOMO-LUMO gap ... 5.65 eV
Total energy ... -21590.2977 eV
ΔE to the lowest compared entry with this formula, charge and spin ... 3.971 eV
Total charge ... -2
SMILES string ... [H]/N=C(\[O-])SC1=C([O-])O1
HOMO level ... 0.0324 Eh
Lowest unoccupied orbital energy ... 6.53 eV


Record 4
C6H33NO11 | ωB97M-V with the def2-TZVPD basis set

Each line ends with the Löwdin charge.
Atoms and positions in Å:
O -1.02 2.49 1.85  0.043
C -1.72 2.11 0.94  -0.230
C -1.81 0.65 0.49  -0.336
C -0.42 0.01 0.44  -0.149
C -0.45 -1.52 0.53  -0.214
C -0.93 -2.05 1.88  -0.268
C 0.11 -1.91 2.98  -0.094
N -2.45 0.55 -0.83  0.052
H -2.41 2.83 0.45  0.123
H -2.40 0.12 1.24  0.123
H 0.09 0.36 -0.47  0.109
H 0.21 0.38 1.25  0.098
H -1.05 -1.94 -0.30  0.081
H 0.55 -1.91 0.32  0.116
H -1.17 -3.13 1.75  0.117
H -1.87 -1.57 2.18  0.098
H 0.98 -2.53 2.73  0.077
H -0.30 -2.27 3.93  0.074
H 0.45 -0.89 3.10  0.065
H -2.06 1.26 -1.45  0.065
H -3.45 0.73 -0.80  0.082
H -4.58 -1.00 0.60  -0.013
H -5.69 -0.43 1.55  0.043
O -4.91 -0.18 1.04  -0.085
H 2.96 2.07 1.02  -0.003
H 3.89 1.26 0.10  0.013
O 3.39 2.10 0.14  -0.094
H -3.07 -2.66 0.25  0.033
H -3.12 -1.48 -0.71  0.022
O -3.68 -2.19 -0.32  -0.052
H 2.67 2.67 3.17  0.071
H 1.42 2.04 2.51  0.052
O 2.38 1.92 2.64  -0.049
H 2.89 -1.21 -2.23  0.019
H 4.18 -2.08 -2.40  0.063
O 3.46 -1.88 -1.79  -0.070
H 2.31 2.33 -1.18  0.022
H 1.74 1.50 -2.44  0.005
O 1.69 2.36 -1.97  -0.097
H -0.75 3.94 -1.56  0.069
H 0.11 2.66 -1.48  0.010
O -0.82 3.00 -1.30  -0.095
H -0.77 -2.08 -3.07  0.079
H -1.07 -0.71 -2.29  0.031
O -0.65 -1.12 -3.07  -0.044
H 0.92 -0.47 -3.11  0.026
H 2.01 0.02 -4.13  0.089
O 1.85 -0.13 -3.19  -0.070
H 3.92 -0.68 1.12  0.048
H 4.05 -0.93 -0.44  0.009
O 4.39 -0.41 0.33  -0.064

## Properties
Molar mass ... 295.3 g/mol
HOMO-LUMO gap ... 9.53 eV
Total energy ... -30772.0294 eV
ΔE to the lowest compared entry with this formula, charge and spin ... 1.269 eV
Total charge ... 0
SMILES string ... CCCC[C@H](N)C=O.O.O.O.O.O.O.O.O.O.O
HOMO level ... -0.3431 Eh
Lowest unoccupied orbital energy ... 0.20 eV


Record 5
C10H12OS | ωB97M-V with the def2-TZVPD basis set

Each line ends with the Löwdin charge.
Atoms and positions in Å:
O -3.18 0.15 -1.13  0.036
S -0.41 -1.61 0.44  1.006
C -2.01 0.29 -0.68  -0.383
C 2.24 -1.28 0.87  -0.109
C 0.96 -0.76 1.13  -0.485
C 3.31 -0.36 0.75  -0.008
C 0.66 0.56 1.48  -0.258
C -1.14 1.29 -1.44  -0.013
C 3.03 1.17 0.85  -0.140
C 1.75 1.49 1.65  -0.156
C -0.79 0.89 1.51  -0.124
C -1.55 -0.26 0.70  -0.461
H 2.33 -2.32 0.62  0.087
H 4.32 -0.67 0.77  0.078
H -1.54 2.32 -1.67  0.126
H -0.87 0.92 -2.38  0.065
H -0.27 1.46 -0.93  0.026
H 2.94 1.48 -0.12  0.081
H 3.84 1.57 1.40  0.094
H 1.46 2.50 1.35  0.128
H 2.09 1.60 2.63  0.099
H -1.10 1.01 2.55  0.123
H -1.06 1.85 1.04  0.117
H -2.33 -0.59 1.29  0.074

## Properties
Molar mass ... 180.3 g/mol
HOMO-LUMO gap ... 7.82 eV
Total energy ... -23445.0114 eV
ΔE to the lowest compared entry with this formula, charge and spin ... 1.852 eV
Total charge ... 0
SMILES string ... CC(=O)[C@@H]1CC2=C(C=CCC2)S1
HOMO level ... -0.2790 Eh
Lowest unoccupied orbital energy ... 0.23 eV


Record 6
C3H4Cl8 | ωB97M-V with the def2-TZVPD basis set

Each line ends with the Löwdin charge.
Atoms and positions in Å:
C -1.26 5.30 -2.87  -1.462
Cl -2.91 5.91 -3.02  0.518
Cl -1.03 4.26 -1.39  0.459
Cl -0.13 6.71 -2.72  0.468
H -0.95 4.69 -3.72  0.016
C -2.25 -0.53 0.95  -1.603
Cl -0.56 -0.84 0.53  0.504
Cl -2.73 -1.59 2.27  0.530
Cl -3.29 -0.67 -0.43  0.556
H -2.25 0.51 1.28  0.012
C 3.31 -4.78 1.76  -0.956
Cl 4.58 -3.87 0.79  0.437
Cl 4.10 -5.27 3.28  0.468
H 2.44 -4.17 2.03  0.024
H 2.94 -5.66 1.24  0.028

## Properties
Molar mass ... 323.7 g/mol
HOMO-LUMO gap ... 11.31 eV
Total energy ... -103354.7135 eV
ΔE to the lowest compared entry with this formula, charge and spin ... 0.429 eV
Total charge ... 0
SMILES string ... ClC(Cl)Cl.ClC(Cl)Cl.ClCCl
HOMO level ... -0.4021 Eh
Lowest unoccupied orbital energy ... 0.37 eV